No. 1
C25H31ClO13P2PdS2Se as an isolated structure. Source: the Open Molecules 2025 dataset; level of theory: ωB97M-V with the def2-TZVPD basis set.

Geometry as XYZ:
```
76
Properties=species:S:1:pos:R:3:mulliken_spin:R:1
Pd 1.11982 -0.02469 0.10616 1.3961
O -0.69138 1.22911 0.22436 0.0653
S -2.10613 1.05592 -0.27163 0.0136
C -1.98345 0.87928 -2.07506 0.0006
C -1.46456 -0.49768 -2.45409 -0.0038
C -2.41656 -1.64706 -2.10195 0.0024
C -1.66824 -2.95028 -1.81838 0.0335
S -0.89752 -2.86285 -0.18149 0.3671
O -1.13587 -1.57145 0.46484 0.1089
C -1.81598 -4.07476 0.76512 0.0809
C -2.72246 -3.63858 1.72305 0.0274
C -3.41899 -4.58561 2.45654 -0.0074
C -3.19445 -5.93850 2.23895 0.0234
C -2.26634 -6.35429 1.29346 -0.0124
C -1.55890 -5.42201 0.55029 0.0306
C -2.73002 2.72986 -0.25722 0.0046
C -1.84774 3.78796 -0.11594 -0.0130
C -2.35388 5.07944 -0.10891 -0.0065
C -3.71815 5.29875 -0.24091 -0.0002
C -4.59186 4.22740 -0.37045 0.0003
C -4.09854 2.93125 -0.37024 -0.0001
H -1.31481 1.67172 -2.41417 0.0007
H -2.99306 1.06373 -2.45557 -0.0003
H -0.48938 -0.65306 -1.99549 0.0113
H -1.25809 -0.49724 -3.52718 0.0000
H -3.11573 -1.82444 -2.92163 0.0007
H -3.02793 -1.39196 -1.23252 0.0032
H -0.84396 -3.11659 -2.50870 0.0022
H -2.32147 -3.82110 -1.80412 -0.0025
H -2.86679 -2.57851 1.88499 0.0067
H -4.13447 -4.26608 3.20326 0.0010
H -3.73605 -6.67391 2.82002 0.0015
H -2.07531 -7.40926 1.14718 -0.0006
H -0.79097 -5.71579 -0.15600 0.0012
H -0.79032 3.58203 -0.00118 0.0152
H -1.67981 5.91918 0.00050 0.0002
H -4.10399 6.30996 -0.23550 0.0000
H -5.65619 4.40019 -0.46066 0.0000
H -4.77291 2.08554 -0.44838 0.0001
C 5.04038 1.77448 -0.75524 0.0003
C 3.99232 1.36670 -1.78728 -0.0027
O 4.36452 1.73541 -3.10892 -0.0004
P 3.65548 -0.42169 -1.71978 0.0310
O 4.92568 -1.28395 -1.95510 0.0064
O 2.68987 -0.70139 -2.92846 0.0021
O 3.09651 -0.64594 -0.33638 0.0884
P 2.32547 2.09445 -1.37139 0.0361
O 2.53836 3.64165 -1.74681 0.0029
O 1.29641 1.43746 -2.24790 0.0423
O 2.05706 1.98030 0.11242 0.1411
H 6.00050 1.32239 -1.00429 -0.0001
H 4.74033 1.47536 0.24661 0.0004
H 5.16421 2.86065 -0.77724 0.0008
H 4.32747 2.69778 -3.17474 -0.0001
H 4.64595 -2.21628 -1.74280 -0.0008
H 2.03539 0.03162 -2.99382 0.0049
H 2.61861 4.18465 -0.95429 0.0014
O 1.08444 -4.81923 -0.99124 0.0241
Se 1.97678 -3.55271 -0.54873 0.0107
O 3.30433 -3.36940 -1.44534 0.0003
O 0.89960 -2.20362 -1.00902 0.4164
O 2.14007 -3.38035 1.03811 -0.0001
Cl 3.94954 0.81793 2.76768 0.0248
C 2.37668 1.48940 2.97388 0.1943
C 2.25431 2.82790 3.26213 -0.1037
C 0.99469 3.38603 3.45370 0.2700
C -0.15413 2.58679 3.36879 -0.0890
C -0.04210 1.25598 3.08492 0.1999
C 1.23195 0.63290 2.85682 -0.0745
C 1.31699 -0.72483 2.57974 0.5290
H 3.14683 3.43351 3.33929 0.0004
H 0.90972 4.44104 3.67886 0.0172
H -1.12986 3.02783 3.52708 0.0007
H -0.92054 0.62834 3.00261 0.0081
H 0.42093 -1.33046 2.57528 0.0559
H 2.25761 -1.21633 2.37956 0.0100
```

Its spin multiplicity is 5. As for the relative energy (zero: lowest compared OMol25 entry of this formula, charge and spin): 37.0 kcal per mole. For the HOMO energy (spin up / spin down), the calculation gives -0.276 / -0.343 hartree. The LUMO energy (spin up / spin down) comes out at 0.0035 / -0.0952 Eh. As for the net charge: 0. As for the orbital gap (spin up / spin down): 7.594 / 6.737 eV. The value obtained for the total energy is -174640.2942 eV.

No. 2
C25H31F2N6S3SeV as an isolated structure. Source: the Open Molecules 2025 dataset; level of theory: ωB97M-V with the def2-TZVPD basis set.

Geometry as XYZ:
```
69
Properties=species:S:1:pos:R:3:nbo_charge:R:1
V 0.20208 0.09256 0.87817 1.0166
C -1.23604 5.07171 -0.47099 -0.7510
S -1.74548 4.47672 1.15138 0.2594
C -1.10202 2.83094 1.16502 -0.0789
S -0.11855 2.23181 -0.13891 -0.1907
N -1.44170 2.15726 2.20887 -0.3553
N -0.91210 0.88526 2.19029 -0.3805
C -1.15946 0.13051 3.29069 -0.0798
C -0.66605 -1.15555 3.24543 0.0796
C -0.79216 -2.10957 4.29789 -0.2066
C -0.31644 -3.36564 4.12778 -0.2096
C 0.31570 -3.71529 2.89843 -0.2978
C 0.44969 -2.77623 1.93156 0.0696
N -0.01384 -1.49682 2.06373 -0.5650
H -1.70076 6.05055 -0.57997 0.2175
H -0.15466 5.17001 -0.53593 0.2218
H -1.58399 4.40733 -1.25881 0.2367
H -1.70847 0.54080 4.12647 0.2028
H -1.26862 -1.80483 5.22076 0.2071
H -0.41422 -4.09859 4.91871 0.2019
H 0.71220 -4.70645 2.73296 0.2119
H 0.95611 -2.99633 1.00057 0.2098
C 2.42365 4.78721 -4.39870 -0.6212
C 3.55683 3.78402 -4.21082 -0.3850
C 3.82673 3.44945 -2.74415 -0.4057
C 2.71058 2.63767 -2.09154 -0.2384
N 2.65387 1.28029 -2.61401 -0.4172
C 1.66022 0.75114 -3.37233 0.3037
Se 0.14130 1.59557 -3.96174 -0.3048
N 2.00741 -0.53608 -3.63813 -0.3942
C 1.17600 -1.51625 -4.31213 -0.2243
C 1.69848 -1.92177 -5.68695 -0.4016
C 1.55800 -0.85361 -6.77534 -0.4015
C 2.66258 0.19912 -6.75396 -0.6045
C 3.20195 -0.84149 -3.01054 0.1199
C 3.94750 -2.00834 -2.96297 -0.2315
C 5.11757 -1.97843 -2.21976 -0.2115
C 5.51782 -0.82553 -1.54105 -0.2124
C 4.77052 0.34045 -1.59429 -0.2273
C 3.61281 0.31284 -2.35372 0.1847
H 2.34620 5.09957 -5.44080 0.2040
H 2.59321 5.68006 -3.79171 0.1900
H 1.46403 4.35543 -4.11647 0.2298
H 4.47382 4.18443 -4.65225 0.1930
H 3.32346 2.86430 -4.75521 0.2033
H 3.93809 4.37718 -2.17456 0.2031
H 4.77083 2.90648 -2.65915 0.2041
H 1.73649 3.08680 -2.28041 0.2551
H 2.83668 2.57164 -1.00950 0.2321
H 0.18201 -1.07590 -4.39262 0.2481
H 1.10552 -2.38671 -3.65575 0.2139
H 1.14103 -2.81623 -5.97862 0.2071
H 2.74875 -2.21909 -5.60878 0.1961
H 0.58916 -0.35929 -6.66902 0.2161
H 1.56292 -1.35085 -7.74937 0.1915
H 2.62572 0.79614 -5.84426 0.2138
H 2.55854 0.88804 -7.59349 0.2051
H 3.64775 -0.26838 -6.82106 0.1931
H 3.62352 -2.91012 -3.46371 0.2167
H 5.72218 -2.87210 -2.14998 0.2108
H 6.42228 -0.84573 -0.94872 0.2149
H 5.05958 1.21882 -1.03629 0.2275
F -1.25404 -1.98051 -0.68436 -0.3727
C -0.59605 -0.77381 -0.77663 0.2192
F 0.75649 -1.12123 -1.13219 -0.3997
H -1.02498 -0.27184 -1.64646 0.1398
S 2.54595 0.60437 1.18328 -0.2440
C 3.22839 -0.89266 1.58822 0.0813
N 3.72198 -1.90087 1.86660 -0.4396
```

Its spin multiplicity is 2. As for the relative energy (zero: lowest compared OMol25 entry of this formula, charge and spin): 0.0 kcal per mole. For the HOMO energy (spin up / spin down), the calculation gives -0.133 / -0.130 hartree. The LUMO energy (spin up / spin down) comes out at 0.0936 / 0.0899 Eh. As for the net charge: -1. As for the orbital gap (spin up / spin down): 6.175 / 5.982 eV. The value obtained for the total energy is -164346.7641 eV.

No. 3
A single C25H31FN6O molecule. Source: the Open Molecules 2025 dataset; level of theory: ωB97M-V with the def2-TZVPD basis set.

Geometry as XYZ:
```
64
Properties=species:S:1:pos:R:3:nbo_charge:R:1
C -5.81538 -4.47330 -0.10036 -0.2524
O -5.01967 -3.81321 -1.05535 -0.4915
C -3.98958 -3.03788 -0.62019 0.3080
C -3.63948 -2.84737 0.71374 -0.3190
C -2.57038 -2.03329 1.03854 -0.1085
C -1.83032 -1.40469 0.04869 -0.0857
C -0.67955 -0.50006 0.43691 -0.1074
C -1.28020 0.69983 1.08260 0.3497
N -1.91210 0.71533 2.23524 -0.3103
N -2.33000 1.95661 2.42011 -0.0554
N -1.99833 2.70282 1.45358 -0.0907
N -1.32451 1.95875 0.56894 -0.2014
C -0.79094 2.49016 -0.66189 -0.0391
C -1.91556 2.99002 -1.57633 -0.4028
C -2.53299 4.28982 -1.07058 -0.4132
C -1.45829 5.35886 -0.90432 -0.3948
C -0.41035 4.88433 0.09657 -0.4137
C 0.23971 3.59197 -0.38661 -0.4025
N 0.20827 -1.17851 1.37203 -0.4307
C 1.22867 -0.33867 1.96569 -0.2286
C 2.36917 0.02319 1.00239 -0.2198
N 2.95417 -1.20292 0.50444 -0.4493
C 4.28025 -1.25608 0.11005 0.0879
C 4.93934 -2.49216 0.05959 -0.2199
C 6.27439 -2.59563 -0.26939 -0.2098
C 7.02152 -1.46356 -0.55132 -0.2267
C 6.40465 -0.22722 -0.51192 -0.2817
C 5.06309 -0.13730 -0.19972 0.3992
F 4.51082 1.10822 -0.23548 -0.3462
C 1.97759 -2.05501 -0.14421 -0.2272
C 0.82974 -2.36866 0.82486 -0.2281
C -2.18222 -1.59122 -1.28140 -0.1891
C -3.24896 -2.39918 -1.61528 -0.2579
H -6.56670 -5.01801 -0.66995 0.2008
H -5.22760 -5.18149 0.49245 0.1761
H -6.31259 -3.76350 0.56820 0.1781
H -4.19459 -3.32132 1.50720 0.2208
H -2.29953 -1.86727 2.06864 0.2373
H -0.15768 -0.18281 -0.48491 0.1880
H -0.28417 1.65521 -1.16103 0.2171
H -1.48786 3.15180 -2.56850 0.2075
H -2.68124 2.21440 -1.66141 0.2176
H -3.01276 4.11395 -0.10685 0.2289
H -3.29447 4.62335 -1.77781 0.2086
H -1.91169 6.28609 -0.55196 0.2122
H -0.98439 5.56030 -1.86889 0.1871
H -0.89086 4.71209 1.06052 0.2294
H 0.36140 5.64479 0.22758 0.2086
H 0.77749 3.78077 -1.31854 0.2096
H 0.96412 3.23558 0.35032 0.2147
H 0.76998 0.56934 2.35899 0.2127
H 1.64680 -0.89764 2.80755 0.2067
H 3.12087 0.58627 1.55501 0.2224
H 1.99188 0.65885 0.18492 0.1655
H 4.38475 -3.38429 0.30645 0.2128
H 6.73990 -3.56941 -0.29350 0.2150
H 8.06746 -1.54035 -0.80156 0.2166
H 6.94281 0.67974 -0.74006 0.2274
H 2.44759 -2.98173 -0.46933 0.2163
H 1.57578 -1.55372 -1.04179 0.1667
H 0.07006 -2.96842 0.32048 0.2184
H 1.22415 -2.93999 1.66988 0.2037
H -1.62009 -1.10447 -2.06700 0.2074
H -3.53136 -2.55206 -2.64477 0.2242
```

As for the relative energy (zero: lowest compared OMol25 entry of this formula, charge and spin): 2.9 kcal per mole. For the HOMO energy, the calculation gives -0.291 hartree. The LUMO energy comes out at 0.0213 Eh. Its SMILES is COc1ccc([C@@H](c2nnnn2C2CCCCC2)N2CCN(c3ccccc3F)CC2)cc1. As for the net charge: 0. As for the orbital gap: 8.498 eV. The value obtained for the total energy is -40132.5356 eV.

| no. | F_max (eV/A) |
| --- | --- |
| 1 | 0.87 |
| 2 | 0.80 |
| 3 | 1.64 |